Entry 1:
{"formula": "C20H17Cl6O7STc", "method": "ωB97M-V/def2-TZVPD", "spin_multiplicity": 4, "e_tot_ha": -4538.5169, "homo_lumo_gap_ev": [7.44, 5.41], "total_charge": 1, "relative_energy_kcal_mol": 0.12, "homo_energy_ha": [-0.4002, -0.4046], "elements": ["Tc", "O", "Cl", "O", "O", "O", "C", "O", "C", "C", "O", "C", "H", "H", "H", "H", "H", "H", "H", "H", "H", "H", "Cl", "C", "C", "C", "Cl", "C", "Cl", "C", "Cl", "C", "Cl", "C", "C", "O", "S", "C", "C", "C", "C", "C", "C", "C", "C", "H", "H", "H", "H", "H", "H", "H"], "coordinates": [[0.23962, -0.38976, -0.07364], [-2.55792, 0.30020, 3.11028], [-1.95146, 0.78867, 1.94019], [-2.85623, 0.90023, 0.85258], [-0.95963, -0.34783, 1.54485], [-1.18750, 1.95502, 2.13828], [-2.69856, -0.82901, -1.63565], [-1.48295, -1.43716, -1.16416], [-1.70421, -2.70178, -0.52544], [-0.35315, -3.35408, -0.33831], [0.51061, -2.56488, 0.48898], [0.47438, -2.88198, 1.89493], [-3.12535, -1.45314, -2.42120], [-2.44086, 0.15360, -2.01843], [-3.40937, -0.70603, -0.82111], [-2.31922, -3.33828, -1.16609], [-2.21944, -2.54027, 0.42646], [0.13930, -3.42539, -1.30978], [-0.47010, -4.35675, 0.07410], [0.81062, -3.90788, 2.04149], [-0.52423, -2.74174, 2.30735], [1.15977, -2.19819, 2.38974], [1.71054, 1.09428, 3.11536], [2.69670, 0.65876, 1.78539], [2.10874, 0.17308, 0.62746], [2.95168, -0.16761, -0.41585], [1.98740, -0.77540, -1.74824], [4.31950, -0.05467, -0.41301], [5.25576, -0.48068, -1.77748], [4.89770, 0.43311, 0.76688], [6.59545, 0.57483, 0.86746], [4.09124, 0.78180, 1.85730], [4.81689, 1.35173, 3.29551], [-0.56242, 7.48155, -7.56305], [-1.23088, 6.50087, -6.65560], [-1.80038, 5.50276, -6.97081], [-1.13326, 7.08102, -4.90843], [-1.17331, 5.66022, -3.88120], [-1.32832, 4.34022, -4.32476], [-1.16449, 3.30303, -3.43736], [-0.85772, 3.54905, -2.08126], [-0.81155, 4.87726, -1.62702], [-0.96284, 5.91168, -2.51663], [-0.53007, 2.44074, -1.29110], [-0.18682, 1.37741, -0.76054], [-0.59230, 7.11190, -8.58515], [0.46786, 7.64297, -7.24971], [-1.08292, 8.43969, -7.50422], [-1.56561, 4.12248, -5.35212], [-1.24642, 2.27998, -3.77919], [-0.64272, 5.07686, -0.57768], [-0.89541, 6.93525, -2.17148]], "forces_ev_per_angstrom": [[-0.9, 1.3, 0.6], [0.0, -0.2, 0.2], [-0.5, 0.4, 0.1], [-0.1, 0.0, -0.1], [0.9, -0.4, -0.7], [0.2, 0.2, 0.0], [-0.2, 0.2, -0.1], [0.5, 0.0, 0.3], [0.1, -0.2, 0.1], [-0.2, -0.1, -0.3], [0.0, 0.5, -0.1], [0.0, -0.1, 0.3], [0.1, 0.0, 0.0], [0.0, 0.0, 0.0], [0.1, -0.1, 0.1], [0.0, 0.1, 0.0], [0.0, 0.0, 0.0], [0.1, -0.1, 0.0], [0.1, 0.0, 0.1], [0.0, 0.0, -0.1], [0.0, 0.0, -0.1], [0.0, 0.0, 0.0], [0.0, 0.0, 0.1], [-0.1, 0.0, -0.1], [-0.1, -0.3, -0.2], [-0.3, 0.2, 0.6], [0.3, -0.3, -0.8], [0.2, 0.0, 0.0], [-0.1, -0.1, 0.0], [-0.1, -0.1, 0.0], [0.0, 0.0, 0.0], [0.0, 0.0, 0.0], [0.0, 0.0, 0.0], [0.0, 0.1, -0.2], [-0.2, 0.0, 0.6], [0.1, -0.1, -0.2], [0.1, 0.1, -0.2], [-0.1, -0.2, -0.1], [0.0, 0.0, 0.0], [0.1, 0.1, 0.2], [-0.1, -0.1, -0.3], [0.0, -0.1, 0.2], [0.0, 0.1, -0.1], [0.0, -0.1, 0.0], [0.2, -1.0, 0.4], [-0.1, 0.0, 0.0], [0.0, 0.0, 0.0], [0.0, 0.0, 0.0], [0.0, 0.1, 0.0], [0.0, 0.0, 0.0], [0.1, 0.0, 0.0], [0.0, 0.0, 0.0]], "lowdin_spin": [2.246, -0.002, 0.006, 0.006, 0.068, 0.005, 0.002, 0.029, 0.002, 0.002, 0.020, 0.004, 0.000, 0.000, 0.001, 0.000, 0.000, 0.000, 0.000, 0.001, 0.000, 0.000, 0.007, 0.019, -0.029, 0.025, 0.005, -0.004, -0.005, 0.026, 0.011, -0.007, -0.005, 0.001, 0.005, 0.004, 0.039, 0.068, -0.006, 0.057, 0.045, 0.050, -0.006, 0.291, 0.014, 0.000, 0.001, 0.000, -0.001, 0.002, 0.002, -0.001]}

=====

Entry 2:
{"formula": "C20H17Cl7N4NiO4", "method": "ωB97M-V/def2-TZVPD", "spin_multiplicity": 1, "e_tot_ha": -6022.0190, "homo_lumo_gap_ev": 7.54, "total_charge": 0, "relative_energy_kcal_mol": 7.35, "homo_energy_ha": -0.2925, "elements": ["Ni", "Cl", "C", "C", "C", "Cl", "C", "O", "C", "C", "O", "C", "H", "H", "H", "Cl", "C", "C", "C", "Cl", "C", "Cl", "C", "Cl", "C", "Cl", "N", "C", "C", "N", "H", "H", "H", "H", "H", "H", "H", "H", "H", "C", "N", "C", "C", "C", "O", "N", "C", "O", "H", "H", "H", "H", "H"], "coordinates": [[0.76852, 0.24478, -0.47464], [2.24164, -2.34444, -7.01982], [2.09364, -1.91906, -5.34059], [2.77268, -2.69740, -4.38120], [2.68505, -2.39296, -3.05615], [3.51800, -3.35518, -1.88573], [1.90806, -1.28617, -2.57697], [1.86804, -1.02904, -1.33545], [1.22946, -0.53247, -3.57768], [0.42518, 0.57986, -3.22234], [0.16753, 1.00212, -2.08087], [1.33884, -0.85891, -4.95061], [3.36717, -3.54287, -4.69938], [-0.02911, 1.13733, -4.05044], [0.81348, -0.25923, -5.68334], [1.75222, 2.76928, 1.33399], [0.05915, 2.38694, 1.34420], [-0.40772, 1.38383, 0.50370], [-1.77859, 1.15059, 0.51683], [-2.41847, -0.07356, -0.53008], [-2.65029, 1.81827, 1.37623], [-4.33002, 1.44082, 1.40929], [-2.13980, 2.78130, 2.24574], [-3.17360, 3.55712, 3.39300], [-0.77649, 3.08506, 2.21564], [-0.13637, 4.25269, 3.31587], [-0.53407, 0.67594, 4.17368], [-0.91117, -0.55583, 3.37368], [-2.35194, -0.96834, 3.67413], [-2.91496, -1.89235, 2.72473], [0.38559, 1.02249, 3.89070], [-0.52909, 0.48602, 5.17478], [-1.20719, 1.42604, 3.98894], [-0.18315, -1.32253, 3.62698], [-0.77509, -0.29570, 2.32892], [-2.97640, -0.06554, 3.67796], [-2.40936, -1.39252, 4.68314], [-2.33606, -2.70773, 2.52725], [-3.09044, -1.44062, 1.83599], [1.26080, -5.65936, 2.45621], [1.33886, -4.24739, 2.10838], [2.51957, -3.58545, 2.23330], [2.62360, -2.27614, 1.94587], [1.45054, -1.63241, 1.41174], [1.52782, -0.37847, 1.13168], [0.30594, -2.28037, 1.27305], [0.17538, -3.56436, 1.70090], [-0.90519, -4.14243, 1.77314], [1.56894, -5.81542, 3.49078], [1.90164, -6.24599, 1.79727], [0.22996, -5.97337, 2.33650], [3.35694, -4.18025, 2.57576], [3.55315, -1.73506, 2.01908]], "forces_ev_per_angstrom": [[0.0, 0.0, 0.1], [0.0, 0.0, 0.0], [0.0, 0.0, 0.0], [0.0, 0.0, 0.0], [0.0, 0.0, 0.0], [0.0, 0.0, 0.0], [0.0, 0.0, 0.0], [0.0, 0.0, 0.0], [0.0, 0.0, 0.0], [0.0, 0.0, 0.0], [0.0, 0.0, -0.1], [0.0, 0.0, 0.0], [0.0, 0.0, 0.0], [0.0, 0.0, 0.0], [0.0, 0.0, 0.0], [0.0, 0.0, 0.0], [0.0, 0.0, 0.0], [0.1, 0.0, 0.0], [0.0, 0.0, 0.0], [0.0, 0.0, 0.0], [-0.1, 0.0, 0.0], [0.0, 0.0, 0.0], [0.1, 0.0, 0.0], [0.0, 0.0, 0.0], [-0.1, 0.0, 0.0], [0.0, 0.0, 0.0], [0.0, -0.1, 0.0], [0.0, 0.0, 0.0], [0.0, 0.0, 0.0], [-0.1, -0.1, -0.1], [0.0, 0.0, 0.0], [0.0, 0.0, 0.0], [0.0, 0.0, 0.0], [0.0, 0.0, 0.0], [0.0, 0.0, 0.0], [0.0, 0.0, 0.0], [0.0, 0.0, 0.0], [0.1, 0.1, 0.1], [0.0, 0.0, 0.0], [0.0, 0.0, 0.0], [0.1, 0.0, 0.0], [-0.1, 0.0, 0.0], [0.0, 0.0, -0.1], [0.0, 0.0, 0.1], [0.0, 0.1, 0.0], [0.0, -0.1, 0.0], [0.0, 0.0, 0.0], [-0.1, 0.0, 0.0], [0.0, 0.0, 0.0], [0.0, 0.0, 0.0], [0.0, 0.0, 0.0], [0.0, 0.0, 0.0], [0.0, 0.0, 0.0]], "lowdin_charge": [0.498, 0.654, -0.672, -0.114, -0.568, 0.713, -0.341, -0.073, -0.119, -0.132, -0.051, -0.067, 0.108, 0.141, 0.116, 0.709, -0.691, -0.240, -0.678, 0.737, -0.718, 0.703, -0.745, 0.681, -0.749, 0.678, 0.210, -0.137, -0.270, 0.041, 0.158, 0.168, 0.108, 0.127, 0.082, 0.097, 0.115, 0.046, 0.029, -0.022, -0.054, -0.066, 0.007, -0.493, -0.137, 0.193, -0.502, 0.011, 0.091, 0.093, 0.082, 0.130, 0.111]}

=====

Entry 3:
{"formula": "C20H17N3S", "method": "ωB97M-V/def2-TZVPD", "spin_multiplicity": 1, "e_tot_ha": -1334.6383, "homo_lumo_gap_ev": 5.66, "total_charge": 0, "relative_energy_kcal_mol": 71.59, "homo_energy_ha": -0.2467, "elements": ["C", "C", "C", "N", "C", "N", "C", "C", "C", "C", "C", "C", "H", "H", "H", "H", "H", "H", "C", "S", "C", "C", "C", "C", "C", "C", "C", "N", "C", "C", "H", "H", "H", "H", "H", "H", "H", "H", "H", "H", "H"], "coordinates": [[-0.11575, 1.27321, 1.73292], [0.89614, 2.12966, 1.97737], [2.21588, 1.68828, 1.87879], [3.30474, 1.29460, 1.77737], [0.65494, 3.45081, 2.36141], [0.40510, 4.54323, 2.67071], [-1.52992, 1.64175, 1.78661], [-1.99285, 2.80584, 1.17279], [-3.31419, 3.17325, 1.26743], [-4.19989, 2.39488, 1.98212], [-3.76092, 1.23716, 2.59126], [-2.44128, 0.85693, 2.49136], [0.12818, 0.25050, 1.50113], [-1.29533, 3.42785, 0.63741], [-3.65407, 4.07937, 0.79443], [-5.23205, 2.69244, 2.06865], [-4.44871, 0.63650, 3.16313], [-2.08825, -0.02842, 2.99380], [-0.60024, -1.10530, -3.60673], [-0.45966, -0.13917, -2.07417], [-2.22121, -0.21850, -1.64441], [0.07495, -1.49992, -1.03519], [1.41259, -1.84932, -0.93651], [1.83640, -2.96737, -0.16723], [3.16148, -3.29148, -0.07274], [4.13762, -2.52855, -0.72965], [5.48768, -2.82969, -0.60970], [6.62574, -3.06078, -0.50197], [3.73365, -1.43605, -1.50619], [2.41414, -1.10835, -1.61654], [0.37976, -1.27288, -4.04511], [-1.05240, -2.07185, -3.40309], [-1.21411, -0.57328, -4.32754], [-2.40654, 0.25326, -0.68264], [-2.80211, 0.30878, -2.39670], [-2.56283, -1.24857, -1.59975], [-0.65827, -2.06060, -0.48793], [1.09791, -3.57349, 0.32627], [3.47907, -4.14056, 0.50974], [4.48873, -0.85621, -2.01028], [2.11588, -0.27794, -2.23066]], "forces_ev_per_angstrom": [[0.0, 0.2, 0.1], [-1.3, -1.2, -0.4], [3.2, -1.1, -0.3], [-1.5, 0.6, 0.2], [-0.6, 3.2, 0.8], [0.5, -1.5, -0.4], [-0.3, 0.2, 0.0], [0.5, -0.1, 0.0], [-0.2, 0.2, -0.1], [-0.3, 0.0, 0.0], [-0.2, -0.2, 0.2], [0.4, -0.1, -0.1], [0.1, -0.3, -0.1], [0.1, 0.1, -0.2], [0.0, 0.2, -0.1], [-0.2, 0.0, 0.0], [-0.1, -0.1, 0.1], [0.0, -0.2, 0.1], [-0.3, 0.5, -0.9], [-0.3, -3.2, 1.1], [-0.2, 0.4, 0.0], [-0.8, 1.4, 0.1], [1.0, 0.3, -0.2], [-0.1, 0.3, -0.3], [0.2, 0.2, -0.1], [-1.4, 0.4, -0.1], [3.2, -0.7, 0.3], [-1.6, 0.3, -0.2], [0.3, -0.2, 0.2], [-0.2, -0.5, 0.2], [0.2, 0.2, 0.2], [0.0, 0.1, 0.4], [0.0, 0.2, -0.2], [0.3, 0.1, 0.1], [0.1, 0.1, -0.1], [0.3, -0.1, -0.1], [-0.6, 0.2, -0.2], [-0.2, -0.1, 0.2], [0.0, -0.1, 0.1], [0.1, 0.1, -0.1], [0.1, 0.3, -0.2]], "lowdin_charge": [0.049, -0.243, -0.181, 0.196, -0.187, 0.200, -0.227, -0.046, -0.068, -0.076, -0.076, -0.030, 0.125, 0.115, 0.110, 0.107, 0.107, 0.118, -0.272, 1.027, -0.263, -0.376, -0.348, -0.049, -0.036, -0.270, -0.225, 0.133, -0.036, -0.080, 0.058, 0.065, 0.047, 0.039, 0.058, 0.063, 0.061, 0.103, 0.115, 0.118, 0.075]}

=====

Entry 4:
{"formula": "C20H17NO3S", "method": "ωB97M-V/def2-TZVPD", "spin_multiplicity": 1, "e_tot_ha": -1450.9891, "homo_lumo_gap_ev": 8.55, "total_charge": 0, "relative_energy_kcal_mol": 22.70, "homo_energy_ha": -0.2926, "elements": ["C", "C", "O", "O", "C", "C", "C", "C", "C", "C", "C", "C", "S", "C", "C", "C", "C", "C", "C", "N", "C", "O", "C", "C", "C", "H", "H", "H", "H", "H", "H", "H", "H", "H", "H", "H", "H", "H", "H", "H", "H", "H"], "coordinates": [[-1.60410, 1.47703, 3.19436], [-1.09811, 0.98249, 1.85809], [-0.85245, 1.85869, 1.00711], [-1.07776, -0.39912, 1.66777], [-0.50430, -0.84258, 0.48183], [0.86086, -0.89541, 0.35757], [1.77766, -0.59055, 1.47070], [1.69113, -1.26417, 2.71923], [2.50046, -0.91906, 3.79952], [3.40978, 0.15265, 3.70391], [3.44994, 0.88366, 2.50900], [2.63323, 0.51916, 1.40715], [1.60197, -1.53842, -1.10111], [1.01014, -0.53796, -2.44073], [1.96414, -0.32816, -3.42965], [1.68433, 0.44001, -4.56709], [0.42424, 0.95564, -4.73791], [-0.53959, 0.69341, -3.78975], [-0.34078, -0.06714, -2.62431], [-1.41438, -0.30633, -1.71084], [-2.57054, 0.48276, -1.54544], [-2.97770, 1.41655, -2.17920], [-3.49915, -0.16946, -0.55771], [-2.86022, -1.55620, -0.33098], [-1.38293, -1.33095, -0.67493], [-1.41861, 2.54439, 3.35407], [-1.16749, 0.82770, 4.00773], [-2.67876, 1.36859, 3.32744], [0.97694, -2.07183, 2.79529], [2.42900, -1.45559, 4.74640], [4.00930, 0.47394, 4.55804], [4.08107, 1.75808, 2.43439], [2.66551, 1.14162, 0.51733], [2.96413, -0.63933, -3.30347], [2.46899, 0.66351, -5.28068], [0.24314, 1.59787, -5.62476], [-1.51537, 1.05013, -4.04475], [-3.52895, 0.41228, 0.37425], [-4.50611, -0.22428, -0.96393], [-3.30422, -2.29239, -1.01517], [-3.00535, -1.97681, 0.66921], [-0.99910, -2.29442, -1.03799]], "forces_ev_per_angstrom": [[0.5, -1.6, 1.4], [-0.4, 3.2, -1.9], [-0.1, -3.5, 1.6], [-0.1, 1.7, 0.1], [2.2, -0.9, -0.9], [-2.1, -0.3, 0.5], [0.3, 1.0, 1.6], [0.3, 0.2, -0.7], [0.3, 0.4, 0.0], [-0.7, 0.1, -0.7], [-0.7, -0.7, -0.2], [0.6, 0.0, 0.7], [0.1, -0.1, -0.1], [-1.3, 0.0, 0.1], [-1.0, 1.2, -0.7], [0.5, -0.4, 0.4], [0.6, 0.4, -0.6], [-1.1, -0.3, 0.2], [1.1, 0.3, -0.3], [-0.3, 0.7, -0.6], [-0.8, -0.8, -0.6], [1.0, 0.9, -0.7], [0.6, -1.1, 1.2], [-0.5, 0.2, 0.2], [0.1, -0.3, 0.8], [0.4, -0.5, -0.3], [-0.3, 0.9, -0.6], [-0.2, -0.3, -0.4], [0.0, -0.1, 0.1], [-0.1, 0.0, -0.3], [-0.1, -0.3, -0.3], [0.0, 0.0, -0.1], [0.0, -0.2, 0.0], [0.9, -0.6, 0.4], [0.0, -0.2, 0.1], [-0.2, -0.6, 0.8], [-0.5, 0.2, 0.4], [0.0, 0.0, -0.3], [0.1, 0.2, -0.1], [0.3, 0.3, 0.0], [0.2, 0.3, -0.1], [0.4, 0.5, -0.1]], "lowdin_charge": [0.015, -0.428, 0.093, 0.049, -0.189, -0.412, -0.248, -0.030, -0.082, -0.084, -0.070, -0.023, 1.056, -0.415, -0.121, -0.093, -0.091, -0.016, -0.125, 0.067, -0.422, 0.099, -0.064, -0.101, -0.222, 0.092, 0.103, 0.082, 0.114, 0.102, 0.102, 0.097, 0.119, 0.084, 0.104, 0.121, 0.102, 0.123, 0.124, 0.122, 0.119, 0.146]}

=====

Q: Number 3 is which compound?
A: C20H17N3S